one:
A 10-piece molecular cluster, C10H40O10 overall. Source: the OMol25 dataset; level of theory: ωB97M-V/def2-TZVPD.

Expectation value of S²: 0.755
Net charge: +1
Frontier orbital gap (spin up / spin down) (Eh): 0.3431 / 0.0894
Multiplicity: 2
Molecular weight (g/mol): 320.4
E_HOMO (spin up / spin down) (hartree): -0.4429 / -0.4429

Geometry as XYZ:
```
60
C10H40O10 | the OMol25 dataset | ωB97M-V/def2-TZVPD
C -20.429 19.230 2.378
O -20.814 19.960 1.238
H -20.644 19.804 3.279
H -21.066 18.345 2.396
H -19.368 18.980 2.358
H -20.174 20.594 0.907
C -17.411 17.200 3.946
O -16.401 16.391 4.430
H -17.552 18.129 4.498
H -17.127 17.399 2.912
H -18.366 16.682 4.028
H -15.541 16.815 4.391
C -22.898 16.831 5.282
O -24.087 17.592 5.099
H -23.067 15.766 5.438
H -22.423 17.037 4.323
H -22.361 17.148 6.176
H -23.890 18.501 4.863
C -19.974 23.083 2.246
O -19.053 22.456 1.356
H -19.542 24.000 2.648
H -20.748 23.483 1.591
H -20.350 22.412 3.018
H -18.721 23.128 0.756
C -24.108 19.393 1.544
O -23.513 20.213 0.553
H -25.109 19.119 1.212
H -23.517 18.479 1.599
H -24.050 19.868 2.523
H -22.586 19.966 0.522
C -18.927 19.879 -1.974
O -18.609 20.628 -3.160
H -20.000 19.991 -1.817
H -18.780 18.807 -2.103
H -18.422 20.324 -1.116
H -17.681 20.674 -3.401
C -22.630 20.962 5.055
O -23.970 20.510 5.136
H -22.408 21.644 5.875
H -21.987 20.081 5.061
H -22.546 21.455 4.086
H -24.556 21.193 5.469
C -21.828 22.773 -1.190
O -21.921 24.064 -0.734
H -21.105 22.187 -0.623
H -22.803 22.302 -1.059
H -21.626 22.801 -2.260
H -21.771 24.631 -1.495
C -19.807 18.870 6.729
O -19.202 19.736 5.765
H -20.875 18.821 6.516
H -19.404 17.877 6.531
H -19.593 19.197 7.746
H -19.444 20.633 6.006
C -16.474 20.625 3.193
O -17.098 20.476 1.958
H -17.068 20.333 4.059
H -15.583 20.012 3.332
H -16.241 21.687 3.262
H -17.776 21.150 1.874
```

=====

two:
A 10-piece molecular cluster, C10H40O10 overall. Source: the OMol25 dataset; level of theory: ωB97M-V/def2-TZVPD.

Expectation value of S²: 0.754
Net charge: +1
Frontier orbital gap (spin up / spin down) (Eh): 0.3590 / 0.1108
Multiplicity: 2
Molecular weight (g/mol): 320.4
E_HOMO (spin up / spin down) (hartree): -0.4518 / -0.4518

Geometry as XYZ:
```
60
C10H40O10 | the OMol25 dataset | ωB97M-V/def2-TZVPD
C -3.235 -3.398 0.208
O -2.927 -4.765 0.460
H -3.428 -2.705 1.027
H -2.343 -3.091 -0.338
H -4.105 -3.504 -0.440
H -2.188 -4.811 1.072
C 2.173 -1.786 3.554
O 1.184 -1.415 4.515
H 2.314 -0.848 3.017
H 3.124 -2.062 4.009
H 1.864 -2.564 2.856
H 1.266 -0.498 4.787
C 0.411 -0.292 0.357
O -0.093 -1.239 -0.582
H 0.685 0.670 -0.076
H -0.380 -0.041 1.063
H 1.256 -0.755 0.867
H 0.661 -1.539 -1.095
C 2.833 -2.657 -1.339
O 1.998 -1.994 -2.339
H 3.743 -2.108 -1.098
H 2.256 -3.019 -0.487
H 3.183 -3.493 -1.944
H 2.541 -1.833 -3.114
C -2.597 1.505 -0.951
O -1.869 0.509 -1.570
H -3.105 2.231 -1.587
H -3.340 0.999 -0.334
H -1.871 2.076 -0.373
H -1.428 -0.082 -0.954
C -0.611 3.546 1.755
O -0.135 4.796 2.069
H 0.014 2.899 1.139
H -0.674 2.961 2.672
H -1.655 3.635 1.453
H -0.689 5.286 2.681
C -0.275 -2.539 -4.330
O -0.990 -3.189 -5.371
H -0.317 -1.456 -4.446
H -0.591 -2.707 -3.300
H 0.758 -2.855 -4.475
H -0.694 -2.924 -6.245
C 0.410 3.344 -2.739
O 1.364 3.153 -3.750
H -0.510 3.778 -3.131
H 0.200 2.420 -2.200
H 0.809 4.120 -2.086
H 2.135 2.797 -3.302
C -3.256 0.305 2.653
O -3.173 1.701 2.149
H -3.778 -0.389 1.995
H -2.256 -0.110 2.776
H -3.710 0.322 3.644
H -3.788 2.287 2.597
C 3.976 1.500 1.510
O 3.285 2.426 0.710
H 4.252 2.093 2.382
H 3.193 0.802 1.804
H 4.911 1.268 0.999
H 3.213 3.239 1.215
```

=====

Least stable = two

=====

one:
C19H32BrCl2IO4RhS2Si as an isolated structure. Source: the OMol25 dataset; level of theory: ωB97M-V/def2-TZVPD.

Expectation value of S²: 6.014
Net charge: -1
Frontier orbital gap (spin up / spin down) (Eh): 0.2493 / 0.2289
Multiplicity: 5
Molecular weight (g/mol): 797.3
E_HOMO (spin up / spin down) (hartree): -0.1633 / -0.1827

Geometry as XYZ:
```
63
C19H32BrCl2IO4RhS2Si | the OMol25 dataset | ωB97M-V/def2-TZVPD
Rh -0.347 0.829 -0.094
Cl 0.200 1.043 2.677
C 1.805 0.388 2.849
C 2.454 0.672 4.037
C 3.728 0.184 4.263
C 4.338 -0.587 3.288
C 3.672 -0.853 2.106
Cl 4.497 -1.828 0.927
C 2.377 -0.376 1.823
S 1.615 -0.765 0.312
H 1.950 1.281 4.776
H 4.243 0.407 5.188
H 5.333 -0.985 3.430
I -3.302 -0.022 -0.197
C -1.483 -0.943 0.415
H -1.326 -1.836 -0.178
H -1.527 -1.126 1.482
C 1.963 1.000 -6.512
C 1.802 0.361 -5.124
C 2.164 1.397 -4.044
C 2.824 -0.780 -5.000
Si 0.015 -0.276 -4.861
Br -0.071 -0.815 -2.663
C -1.336 1.053 -5.207
C -0.873 2.477 -4.862
C -1.726 1.051 -6.696
C -2.584 0.791 -4.345
C -0.347 -1.978 -5.711
C -1.827 -2.362 -5.563
C 0.448 -3.131 -5.076
C 0.009 -1.931 -7.206
H 3.000 1.334 -6.630
H 1.325 1.873 -6.646
H 1.751 0.296 -7.319
H 3.194 1.732 -4.213
H 2.116 0.974 -3.040
H 1.523 2.274 -4.057
H 3.832 -0.356 -5.049
H 2.736 -1.510 -5.806
H 2.734 -1.297 -4.043
H -0.062 2.824 -5.502
H -0.580 2.573 -3.818
H -1.721 3.154 -5.021
H -0.866 1.240 -7.344
H -2.448 1.856 -6.870
H -2.195 0.122 -7.016
H -2.360 0.955 -3.290
H -2.995 -0.212 -4.453
H -3.364 1.506 -4.631
H -2.125 -2.397 -4.513
H -1.979 -3.362 -5.985
H -2.497 -1.683 -6.084
H 0.152 -3.300 -4.042
H 1.523 -2.969 -5.096
H 0.238 -4.048 -5.638
H -0.490 -1.117 -7.734
H -0.298 -2.870 -7.680
H 1.083 -1.826 -7.360
O 1.419 2.603 -0.171
S 0.150 3.257 -0.570
O 0.215 4.654 -0.881
O -0.844 2.914 0.532
O -0.394 2.404 -1.706
```

=====

two:
C19H32BrCl2IO4RhS2Si as an isolated structure. Source: the OMol25 dataset; level of theory: ωB97M-V/def2-TZVPD.

Expectation value of S²: 6.012
Net charge: -1
Frontier orbital gap (spin up / spin down) (Eh): 0.2585 / 0.2348
Multiplicity: 5
Molecular weight (g/mol): 797.3
E_HOMO (spin up / spin down) (hartree): -0.1703 / -0.1925

Geometry as XYZ:
```
63
C19H32BrCl2IO4RhS2Si | the OMol25 dataset | ωB97M-V/def2-TZVPD
Rh 1.846 2.593 -0.942
Cl 2.447 5.079 0.139
C 1.656 5.000 1.689
C 2.141 5.822 2.688
C 1.546 5.794 3.938
C 0.480 4.940 4.165
C 0.021 4.124 3.146
Cl -1.317 3.070 3.507
C 0.587 4.113 1.863
S -0.039 3.067 0.615
H 2.983 6.467 2.480
H 1.917 6.427 4.733
H 0.000 4.892 5.133
I 1.934 2.988 -4.108
C 0.709 3.623 -2.482
H -0.298 3.258 -2.651
H 0.756 4.704 -2.414
C -0.463 -2.665 1.863
C -0.536 -1.294 1.167
C 0.742 -0.507 1.497
C -1.693 -0.501 1.791
Si -0.768 -1.518 -0.718
Br -0.448 0.539 -1.646
C 0.510 -2.676 -1.559
C 1.901 -2.538 -0.922
C 0.079 -4.147 -1.433
C 0.694 -2.344 -3.049
C -2.590 -1.906 -1.226
C -2.692 -2.289 -2.710
C -3.517 -0.691 -1.046
C -3.166 -3.060 -0.389
H -0.381 -2.503 2.943
H 0.415 -3.235 1.559
H -1.345 -3.286 1.691
H 0.842 -0.459 2.587
H 0.702 0.520 1.140
H 1.652 -0.947 1.101
H -1.450 -0.318 2.843
H -2.643 -1.039 1.766
H -1.819 0.476 1.318
H 1.921 -2.872 0.116
H 2.276 -1.515 -0.955
H 2.599 -3.174 -1.479
H -0.072 -4.451 -0.395
H 0.873 -4.779 -1.844
H -0.834 -4.370 -1.987
H 1.120 -1.350 -3.185
H -0.232 -2.399 -3.620
H 1.394 -3.069 -3.478
H -2.289 -1.507 -3.357
H -3.750 -2.418 -2.966
H -2.185 -3.224 -2.945
H -3.222 0.135 -1.692
H -3.551 -0.317 -0.027
H -4.535 -0.991 -1.324
H -2.565 -3.969 -0.443
H -4.167 -3.305 -0.761
H -3.270 -2.788 0.663
O 3.188 1.595 1.242
S 3.886 1.318 -0.015
O 5.108 0.572 0.069
O 4.049 2.655 -0.735
O 2.865 0.652 -0.949
```

=====

Least stable = one

=====

one:
A 13-piece molecular cluster, C4H34NO14 overall. Source: the OMol25 dataset; level of theory: ωB97M-V/def2-TZVPD.

Net charge: -1
Frontier orbital gap (Eh): 0.3283
Molecular weight (g/mol): 320.3
E_HOMO (hartree): -0.2318

Geometry as XYZ:
```
53
C4H34NO14 | the OMol25 dataset | ωB97M-V/def2-TZVPD
C -0.198 2.112 1.213
O 0.545 1.069 0.679
C -1.487 1.626 1.952
C -1.305 0.289 2.634
C -2.502 -0.371 3.255
O -2.074 -1.212 4.383
N -2.533 1.426 0.878
H 0.359 2.790 1.887
H -0.528 2.684 0.342
H -1.807 2.462 2.578
H -0.768 -0.335 1.907
H -0.433 0.312 3.301
H -3.230 0.223 3.787
H -3.001 -1.095 2.607
H -1.547 -1.922 4.002
H -3.494 1.716 0.843
H -2.469 0.447 0.622
H -0.409 -1.721 -3.795
H 0.449 -2.998 -3.718
O 0.379 -2.153 -4.168
H 1.662 0.267 1.804
H 2.880 -0.385 2.644
O 1.933 -0.242 2.602
H 3.970 0.862 -1.090
H 3.887 -0.542 -1.394
O 4.567 0.098 -1.140
H 2.044 1.665 0.132
H 2.557 2.943 0.764
O 2.801 2.317 0.077
H 0.130 -1.672 -0.244
H -0.270 -0.237 -0.150
O -0.647 -1.118 -0.395
H -1.149 -3.590 0.099
H -0.982 -2.614 1.289
O -1.123 -3.535 1.057
H 0.336 0.755 -1.329
H 1.417 1.695 -1.695
O 1.041 0.851 -1.979
H -1.703 3.789 -0.883
H -2.468 2.569 -0.632
O -2.405 3.281 -1.309
H 2.110 -1.609 -3.349
H 2.018 -1.178 -1.923
O 2.503 -1.804 -2.480
H 0.364 0.628 -4.723
H -0.525 1.436 -3.760
O -0.533 0.948 -4.591
H -1.515 -0.880 -2.336
H -1.933 -0.902 -3.911
O -2.044 -1.288 -3.037
H 1.772 -2.290 2.600
H 2.842 -2.673 1.607
O 2.516 -2.895 2.484
```

=====

two:
A 13-piece molecular cluster, C4H34NO14 overall. Source: the OMol25 dataset; level of theory: ωB97M-V/def2-TZVPD.

Net charge: -1
Frontier orbital gap (Eh): 0.3303
Molecular weight (g/mol): 320.3
E_HOMO (hartree): -0.2470

Geometry as XYZ:
```
53
C4H34NO14 | the OMol25 dataset | ωB97M-V/def2-TZVPD
C -1.109 0.518 -1.471
O -1.583 0.110 -0.197
C 0.223 -0.112 -1.837
C 0.934 0.685 -3.017
C 0.220 0.562 -4.354
O 0.812 2.070 -2.660
N 0.028 -1.507 -2.308
H -1.110 1.603 -1.471
H -1.810 0.217 -2.257
H 0.899 -0.264 -1.001
H 1.974 0.366 -2.977
H 0.803 1.277 -4.953
H 0.408 -0.399 -4.832
H -0.797 0.926 -4.435
H 1.645 2.468 -2.398
H 0.233 -1.599 -3.289
H -0.839 -1.980 -2.096
H 2.455 4.007 1.559
H 3.194 3.451 0.273
O 2.972 4.228 0.782
H -2.771 -0.667 3.134
H -3.309 -2.082 3.510
O -3.348 -1.147 3.734
H 0.314 -2.136 2.213
H -0.052 -3.633 2.054
O 0.339 -3.027 2.692
H 0.687 3.218 0.370
H -0.713 2.698 0.189
O -0.240 3.503 0.427
H -4.815 -0.026 -0.522
H -3.409 0.652 -0.483
O -4.355 0.810 -0.625
H 2.642 -2.664 1.441
H 2.485 -1.380 0.781
O 3.201 -1.942 1.116
H 1.413 0.739 1.053
H 2.551 1.166 0.232
O 1.948 1.545 0.887
H -0.307 -4.080 -0.053
H -0.940 -2.694 0.264
O -1.137 -3.628 0.126
H -2.267 1.371 2.080
H -2.270 2.628 2.885
O -2.178 1.675 2.995
H -0.969 -0.367 0.485
H 0.117 -0.213 2.103
O 0.173 -0.780 1.320
H 1.722 -3.214 -0.864
H 2.042 -3.803 -2.220
O 1.697 -4.042 -1.356
H 0.058 1.857 4.645
H 1.144 1.119 3.905
O 0.994 1.918 4.421
```

=====

Least stable = two

=====

one:
A single C7H13NOS molecule. Source: the OMol25 dataset; level of theory: ωB97M-V/def2-TZVPD.

Net charge: 0
Structure (SMILES): OCCCCCCN=C=S
Frontier orbital gap (Eh): 0.3573
Molecular weight (g/mol): 159.3
E_HOMO (hartree): -0.3332

Geometry as XYZ:
```
23
C7H13NOS | the OMol25 dataset | ωB97M-V/def2-TZVPD
O 1.916 2.722 0.487
C 0.633 2.231 0.840
C 0.644 0.742 1.177
C 1.156 -0.159 0.047
C 0.403 -0.046 -1.278
C -1.094 -0.347 -1.255
C -1.457 -1.815 -0.992
N -1.268 -2.198 0.370
C -1.247 -2.245 1.544
S -1.164 -2.354 3.128
H 2.155 2.322 -0.348
H 0.333 2.782 1.706
H -0.105 2.439 0.052
H 1.269 0.603 2.045
H -0.387 0.444 1.491
H 1.153 -1.225 0.398
H 2.221 0.073 -0.128
H 0.515 0.975 -1.671
H 0.879 -0.691 -2.010
H -1.513 -0.091 -2.221
H -1.627 0.291 -0.506
H -0.866 -2.457 -1.644
H -2.547 -1.997 -1.231
```

=====

two:
A single C7H13NOS molecule. Source: the OMol25 dataset; level of theory: ωB97M-V/def2-TZVPD.

Net charge: 0
Structure (SMILES): COC(/C=N\CS)=C(C)C
Frontier orbital gap (Eh): 0.3290
Molecular weight (g/mol): 159.3
E_HOMO (hartree): -0.2976

Geometry as XYZ:
```
23
C7H13NOS | the OMol25 dataset | ωB97M-V/def2-TZVPD
C -1.082 -2.192 -0.621
O -0.996 -1.141 0.269
C 0.033 -0.225 0.171
C 0.965 -0.536 -0.919
N 0.937 -0.181 -2.153
C -0.205 0.421 -2.772
S -1.126 -0.742 -3.701
C 0.237 0.842 0.981
C -0.675 0.956 2.148
C 1.330 1.790 0.894
H -0.167 -2.618 -0.966
H -1.708 -1.857 -1.483
H -1.677 -2.936 -0.164
H 1.887 -1.148 -0.624
H -0.861 1.111 -2.298
H 0.153 1.104 -3.601
H 0.048 -1.289 -4.105
H -0.803 1.948 2.388
H -0.234 0.599 2.973
H -1.561 0.492 1.904
H 0.781 2.693 0.624
H 2.053 1.447 0.212
H 1.726 2.152 1.893
```

=====

Least stable = two

=====

one:
A 2-piece molecular cluster, C6H13N overall. Source: the OMol25 dataset; level of theory: ωB97M-V/def2-TZVPD.

Expectation value of S²: 0.764
Net charge: +1
Frontier orbital gap (spin up / spin down) (Eh): 0.2802 / 0.1454
Multiplicity: 2
Molecular weight (g/mol): 99.2
E_HOMO (spin up / spin down) (hartree): -0.4384 / -0.4384

Geometry as XYZ:
```
20
C6H13N | the OMol25 dataset | ωB97M-V/def2-TZVPD
C 3.339 1.010 -0.060
C 2.192 1.756 0.116
N 2.116 3.061 -0.143
H 4.180 1.429 -0.604
H 3.450 -0.004 0.291
H 1.305 1.313 0.560
H 2.972 3.483 -0.499
H 1.544 3.635 0.470
C -0.900 -0.427 0.746
C -1.667 -1.339 -0.198
C -1.154 -1.773 -1.343
C -3.024 -1.788 0.270
H -1.059 0.630 0.526
H 0.152 -0.710 0.706
H -1.262 -0.639 1.754
H -1.765 -2.421 -1.961
H -0.206 -1.476 -1.772
H -3.478 -2.451 -0.468
H -3.730 -0.963 0.388
H -3.004 -2.325 1.221
```

=====

two:
A 2-piece molecular cluster, C6H13N overall. Source: the OMol25 dataset; level of theory: ωB97M-V/def2-TZVPD.

Expectation value of S²: 0.774
Net charge: +1
Frontier orbital gap (spin up / spin down) (Eh): 0.3069 / 0.2145
Multiplicity: 2
Molecular weight (g/mol): 99.2
E_HOMO (spin up / spin down) (hartree): -0.5235 / -0.5235

Geometry as XYZ:
```
20
C6H13N | the OMol25 dataset | ωB97M-V/def2-TZVPD
C -0.085 -2.600 -0.888
C 0.136 -1.249 -1.572
C 1.504 -0.688 -1.257
H 0.699 -3.307 -1.157
H -1.042 -3.079 -1.116
H -0.169 -2.361 0.181
H -0.678 -0.559 -1.316
H 0.006 -1.408 -2.657
H 1.655 0.267 -1.764
H 1.659 -0.588 -0.174
H 2.262 -1.348 -1.681
C -0.315 2.464 0.840
C -1.664 2.594 0.873
C 0.013 0.826 2.417
N 0.388 1.382 1.328
H 0.329 3.242 0.436
H -2.275 1.697 0.984
H -2.186 3.523 0.683
H 0.072 -0.251 2.582
H -0.309 1.444 3.258
```

=====

Least stable = two

=====

one:
A single C3H6O2S2 molecule. Source: the OMol25 dataset; level of theory: ωB97M-V/def2-TZVPD.

Net charge: 0
Frontier orbital gap (Eh): 0.3393
Molecular weight (g/mol): 138.2
E_HOMO (hartree): -0.3177

Geometry as XYZ:
```
13
C3H6O2S2 | the OMol25 dataset | ωB97M-V/def2-TZVPD
C -0.151 -0.995 -0.030
C 1.192 -0.339 0.140
C -1.413 -0.330 0.424
O 0.570 2.062 0.269
O -1.497 0.748 0.941
S -0.452 1.023 -2.151
S 1.090 1.162 -0.968
H -0.285 -1.200 -1.005
H 0.029 -2.048 0.440
H 1.271 -0.021 1.190
H 2.129 -0.834 -0.304
H -2.260 -1.070 0.279
H -0.223 1.842 0.774
```

=====

two:
A single C3H6O2S2 molecule. Source: the OMol25 dataset; level of theory: ωB97M-V/def2-TZVPD.

Net charge: 0
Frontier orbital gap (Eh): 0.2933
Molecular weight (g/mol): 138.2
E_HOMO (hartree): -0.2836

Geometry as XYZ:
```
13
C3H6O2S2 | the OMol25 dataset | ωB97M-V/def2-TZVPD
C 0.654 -0.511 -0.111
C 0.461 1.989 -0.156
C -1.796 -1.668 0.163
O 1.921 -0.555 0.034
O -0.106 0.594 -0.076
S 3.494 0.306 0.167
S -0.059 -2.066 -0.334
H -0.185 2.367 -0.932
H 1.499 1.772 -0.315
H 0.210 2.278 0.805
H -2.250 -1.355 -0.691
H -1.647 -0.697 0.780
H -2.197 -2.453 0.667
```

=====

Least stable = two